[1]
C13H20IN4O8PtS3 | ωB97M-V with the def2-TZVPD basis set

The geometry in ORCA input format:
```
! RIJCOSX wB97M-V def2-TZVPD def2/J DEFGRID3
* xyz 1 1
Pt -0.63 -0.77 -0.47
O 0.60 -1.70 1.52
S 0.38 -0.26 1.79
O 1.03 0.26 2.94
O -1.11 -0.11 1.81
O 0.84 0.39 0.48
N 2.55 -0.84 -3.75
C 1.95 -0.36 -2.67
N 2.57 -0.21 -1.52
S 0.30 0.17 -2.85
H 3.50 -1.16 -3.72
H 2.02 -0.98 -4.59
H 3.52 -0.53 -1.39
H 2.06 0.12 -0.69
I -6.98 4.97 2.05
C -5.24 3.96 1.40
C -4.85 4.11 0.07
C -3.71 3.46 -0.37
C -2.99 2.69 0.52
C -3.35 2.57 1.85
C -4.50 3.20 2.29
C -1.73 1.92 0.05
O -0.66 2.46 0.22
O -2.05 0.82 -0.47
H -5.42 4.71 -0.61
H -3.41 3.55 -1.40
H -2.75 1.97 2.52
H -4.82 3.09 3.32
C -0.67 -3.79 3.34
C -2.08 -3.31 3.00
N -2.15 -2.69 1.68
C -2.36 -3.22 0.50
S -2.50 -2.13 -0.90
N -2.60 -4.48 0.16
C -2.68 -5.71 0.92
C -4.14 -6.10 1.17
H -0.60 -3.99 4.41
H 0.05 -3.01 3.08
H -0.40 -4.69 2.79
H -2.36 -2.52 3.70
H -2.81 -4.11 3.08
H -1.82 -1.71 1.71
H -2.82 -4.59 -0.82
H -2.15 -5.62 1.86
H -2.20 -6.48 0.32
H -4.66 -5.34 1.74
H -4.17 -7.04 1.72
H -4.66 -6.24 0.22
O 0.49 -2.27 -1.00
O 0.20 -2.70 -2.18
*
```

The calculation puts the largest force on an atom at 5.38 eV/Å. The highest occupied orbital energy (alpha / beta) is -10.38 / -10.36 eV. Its energy above the lowest of the compared OMol25 structures with the same formula, charge and spin is 384.1 kJ/mol.


[2]
C2H3N3S2 | ωB97M-V with the def2-TZVPD basis set

The geometry in ORCA input format:
```
! RIJCOSX wB97M-V def2-TZVPD def2/J DEFGRID3
* xyz 0 1
C -1.25 -0.35 -1.36
C -0.70 -0.87 -0.16
N -0.42 0.55 -1.97
N 0.65 0.57 -1.36
N 0.56 -0.35 -0.18
S 1.78 1.48 1.93
S 1.79 -0.36 1.09
H -2.26 -0.47 -1.62
H -1.09 -1.41 0.60
H 0.94 1.21 3.03
*
```

The calculation puts the largest force on an atom at 6.15 eV/Å. The highest occupied orbital energy is -9.47 eV. Its energy above the lowest of the compared OMol25 structures with the same formula, charge and spin is 153.8 kJ/mol.


[3]
C6H6N2O2 | ωB97M-V with the def2-TZVPD basis set

The geometry in ORCA input format:
```
! RIJCOSX wB97M-V def2-TZVPD def2/J DEFGRID3
* xyz 0 1
C -2.07 -0.47 0.24
C -1.04 -1.54 0.19
C 0.29 -1.40 -0.11
C 1.13 -0.24 -0.18
C 2.89 0.96 -0.22
C 1.83 1.81 -0.20
H -3.92 -0.06 0.48
H -1.46 -2.55 0.21
H 0.86 -2.35 -0.12
H 3.93 1.27 -0.19
H 1.78 2.92 -0.12
H -0.27 1.33 -0.13
N 2.44 -0.29 -0.26
N 0.71 1.08 -0.17
O -3.32 -0.86 0.43
O -1.82 0.75 0.14
*
```

The calculation puts the largest force on an atom at 2.81 eV/Å. The highest occupied orbital energy is -8.46 eV. Its energy above the lowest of the compared OMol25 structures with the same formula, charge and spin is 13.6 kJ/mol.


[4]
C5H12NO | ωB97M-V with the def2-TZVPD basis set

The geometry in ORCA input format:
```
! RIJCOSX wB97M-V def2-TZVPD def2/J DEFGRID3
* xyz -1 1
C 1.31 0.23 1.31
C 0.08 0.21 0.20
C -1.30 0.07 0.91
C -2.21 0.83 -0.09
N 0.19 -0.74 -1.08
C 1.72 -0.91 -1.52
O 1.84 -2.06 -2.18
H 0.70 0.64 2.19
H 2.16 0.69 0.76
H 1.74 -0.70 1.58
H 0.16 1.23 -0.33
H -1.28 0.75 1.80
H -1.68 -0.83 1.22
H -1.80 1.76 -0.46
H -2.42 0.15 -0.88
H -3.19 1.11 0.41
H -0.05 -1.73 -0.90
H 2.24 -0.69 -0.61
H 1.77 -0.02 -2.31
*
```

The calculation puts the largest force on an atom at 5.80 eV/Å. The highest occupied orbital energy is -2.47 eV. Its energy above the lowest of the compared OMol25 structures with the same formula, charge and spin is 213.0 kJ/mol.